[1]
This record from the OMol25 dataset describes the molecule C5H9N at a distorted geometry. The level of theory is wB97M-V/def2-TZVPD.

As for the total charge: 0. Its SMILES is C=C1NC1(C)C. The calculation puts the energy above the lowest of the compared OMol25 structures with the same formula, charge and spin at 64.6 kcal/mol. The HOMO energy is -8.51 eV. The value obtained for the HOMO-LUMO gap is 9.5 eV.

Each line ends with the Löwdin charge.
CARTESIAN COORDINATES (ANGSTROEM)
C 1.03 0.61 0.15  -0.35
C 2.23 0.50 0.72  0.05
C -0.26 0.22 -0.21  -0.54
C -1.12 -0.34 0.88  -0.01
C -0.30 -0.56 -1.43  -0.05
N 0.17 1.62 -0.27  0.14
H 2.80 1.45 0.88  0.07
H 2.54 -0.49 1.01  0.04
H -1.64 0.38 1.44  0.07
H -0.52 -1.05 1.47  0.10
H -1.88 -1.04 0.47  0.09
H -1.34 -0.80 -1.79  0.10
H 0.39 -1.45 -1.44  0.12
H 0.04 -0.01 -2.29  0.08
H 0.14 2.41 0.34  0.12

[2]
This record from the OMol25 dataset describes a 3-piece molecular cluster, C17H43BClN2O8P2S2 overall at a distorted geometry. The level of theory is wB97M-V/def2-TZVPD.

As for the total charge: -1. The HOMO energy is -4.20 eV. The value obtained for the HOMO-LUMO gap is 6.4 eV.

Each line ends with the Löwdin charge.
CARTESIAN COORDINATES (ANGSTROEM)
C 5.95 1.43 -0.34  -0.08
C 4.75 2.14 -0.94  -0.32
O 3.51 1.67 -0.48  -0.02
B 3.24 1.82 0.95  -1.05
P 3.88 3.52 1.73  0.63
O 2.58 4.09 2.62  -0.43
Cl 5.33 3.02 3.16  0.14
O 3.51 0.54 1.65  -0.04
C 2.38 -0.20 1.62  -0.73
S 2.43 -1.49 2.94  0.79
C 2.10 -0.94 0.30  -0.22
C 3.37 -1.57 -0.27  -0.07
C 1.24 0.93 1.78  -0.65
O 0.02 0.38 1.28  -0.10
C -1.10 1.24 1.42  -0.22
C -2.01 1.08 0.24  -0.41
C -3.39 1.68 0.55  -0.03
O -1.44 1.73 -0.88  -0.02
P 0.92 1.25 3.62  0.43
S 2.45 1.53 4.78  0.13
O 1.73 1.92 1.06  0.03
H 6.83 1.82 -0.85  0.07
H 5.93 0.38 -0.56  0.06
H 6.10 1.63 0.71  0.04
H 4.86 3.21 -0.84  0.08
H 4.78 1.94 -2.01  0.11
H 2.13 4.68 1.98  0.03
H 1.92 -2.59 2.37  -0.14
H 1.31 -1.67 0.42  0.09
H 1.78 -0.20 -0.42  0.11
H 3.48 -2.59 0.08  0.06
H 4.21 -0.96 -0.01  0.06
H 3.26 -1.59 -1.34  0.07
H -1.69 1.02 2.30  0.12
H -0.76 2.27 1.41  0.14
H -2.15 0.01 0.08  0.14
H -3.34 2.28 1.46  0.08
H -3.68 2.37 -0.23  0.07
H -4.14 0.92 0.69  0.07
H -2.13 1.70 -1.57  0.08
H -0.03 2.28 3.77  -0.02
H 0.24 0.08 4.03  -0.05
C 0.42 0.71 -5.76  -0.07
C -0.49 -0.35 -5.13  -0.44
C -1.97 -0.19 -5.49  -0.21
O -2.65 0.85 -4.81  -0.20
C -2.46 2.14 -5.35  -0.11
N -0.27 -0.35 -3.68  0.06
H 0.35 1.67 -5.24  0.07
H 1.46 0.39 -5.70  0.08
H 0.17 0.87 -6.81  0.07
H -0.16 -1.32 -5.52  0.13
H -2.49 -1.11 -5.20  0.12
H -2.10 -0.09 -6.58  0.12
H -2.36 2.12 -6.44  0.09
H -1.58 2.63 -4.92  0.08
H -3.33 2.74 -5.09  0.08
H -0.78 -1.12 -3.27  0.08
H -0.73 0.48 -3.30  0.06
C -2.68 -4.70 2.89  -0.08
C -1.98 -3.39 3.25  -0.43
C -2.91 -2.33 3.85  -0.20
O -3.75 -1.69 2.92  -0.20
C -4.91 -2.41 2.55  -0.11
N -1.26 -2.90 2.07  0.06
H -3.25 -4.62 1.96  0.06
H -1.95 -5.49 2.75  0.07
H -3.36 -5.01 3.68  0.07
H -1.23 -3.62 4.02  0.14
H -2.29 -1.54 4.28  0.12
H -3.51 -2.75 4.67  0.12
H -5.31 -2.99 3.39  0.09
H -4.72 -3.07 1.71  0.07
H -5.67 -1.69 2.24  0.08
H -0.69 -2.09 2.34  0.05
H -1.94 -2.52 1.42  0.07

[3]
This record from the OMol25 dataset describes the molecule C4H3NO at a distorted geometry. The level of theory is wB97M-V/def2-TZVPD.

As for the total charge: 0. The calculation puts the energy above the lowest of the compared OMol25 structures with the same formula, charge and spin at 80.8 kcal/mol. The HOMO energy is -11.24 eV. The value obtained for the HOMO-LUMO gap is 10.2 eV.

Each line ends with the Löwdin charge.
CARTESIAN COORDINATES (ANGSTROEM)
O -0.69 1.41 -0.25  0.00
C -0.31 0.07 -0.35  -0.40
C 1.68 -0.60 0.85  0.22
C 1.23 -0.15 -0.28  -0.19
C -1.09 -0.80 0.55  -0.17
N -1.74 -1.45 1.25  0.18
H -0.51 1.70 0.65  0.12
H -0.53 -0.24 -1.37  0.15
H 1.88 0.14 -1.08  0.10

[4]
This record from the OMol25 dataset describes the molecule C21H18N2O5 at a distorted geometry. The level of theory is wB97M-V/def2-TZVPD.

As for the total charge: 0. Its SMILES is COCCn1c(-c2ccccc2)nc2oc3cc(OC)ccc3c(=O)c2c1=O. The calculation puts the energy above the lowest of the compared OMol25 structures with the same formula, charge and spin at 9.5 kcal/mol. The HOMO energy is -8.70 eV. The value obtained for the HOMO-LUMO gap is 8.7 eV.

Each line ends with the Löwdin charge.
CARTESIAN COORDINATES (ANGSTROEM)
C -3.26 -1.14 2.90  -0.10
H -3.88 -1.98 3.25  0.09
O -2.62 -1.46 1.70  -0.18
C -3.52 -1.72 0.65  -0.20
C -2.72 -2.06 -0.62  -0.08
N -1.47 -1.32 -0.69  0.08
C -1.40 0.02 -0.59  -0.23
N -0.29 0.68 -0.45  0.23
C 0.87 -0.01 -0.42  -0.23
C 0.95 -1.38 -0.58  0.04
C -0.28 -2.13 -0.72  -0.33
O -0.39 -3.32 -0.85  0.11
C 2.25 -2.06 -0.59  -0.31
O 2.40 -3.26 -0.75  0.10
C 3.38 -1.14 -0.38  -0.07
C 3.17 0.23 -0.22  -0.17
C 4.24 1.10 -0.02  0.07
C 5.53 0.61 0.01  -0.27
C 5.75 -0.77 -0.15  0.01
C 4.69 -1.62 -0.35  0.01
H 4.84 -2.68 -0.48  0.12
H 6.76 -1.13 -0.12  0.12
O 6.64 1.36 0.20  -0.07
C 6.50 2.75 0.37  -0.08
H 6.04 3.22 -0.50  0.10
H 5.90 2.98 1.26  0.10
H 7.51 3.13 0.50  0.09
H 4.01 2.15 0.10  0.12
O 1.93 0.79 -0.24  0.13
C -2.62 0.84 -0.65  -0.17
C -2.90 1.72 0.39  -0.03
C -4.03 2.52 0.34  -0.07
C -4.87 2.47 -0.76  -0.08
C -4.58 1.62 -1.81  -0.07
C -3.46 0.81 -1.76  -0.03
H -3.22 0.17 -2.60  0.12
H -5.22 1.59 -2.68  0.11
H -5.75 3.09 -0.79  0.10
H -4.25 3.19 1.16  0.11
H -2.23 1.76 1.23  0.12
H -2.42 -3.11 -0.60  0.12
H -3.33 -1.87 -1.50  0.12
H -4.17 -0.85 0.49  0.12
H -4.16 -2.58 0.90  0.13
H -2.47 -0.95 3.63  0.09
H -3.89 -0.25 2.79  0.09

[5]
This record from the OMol25 dataset describes C6H22LiN8O6 as an isolated structure at a distorted geometry. The level of theory is wB97M-V/def2-TZVPD.

As for the total charge: +2. The multiplicity is 2. The HOMO energy (alpha / beta) is -15.31 / -15.20 eV. The value obtained for the HOMO-LUMO gap (alpha / beta) is 10.4 / 3.3 eV. As for the expectation value of S²: 0.756.

Each line ends with the Löwdin charge.
CARTESIAN COORDINATES (ANGSTROEM)
Li 0.35 0.75 0.28  0.67
C -2.16 0.73 2.19  -0.11
C -3.04 0.96 3.48  -0.10
O -3.99 1.98 3.22  0.10
O -0.94 1.50 2.16  0.06
H -2.75 1.00 1.31  0.15
H -1.85 -0.31 2.08  0.12
H -2.35 1.19 4.30  0.15
H -3.69 0.13 3.75  0.17
H -4.03 2.54 4.00  0.14
H -1.23 2.40 2.33  0.13
C 1.38 -1.99 1.61  -0.82
O 1.12 -0.83 1.39  -0.01
N 2.03 -2.31 2.70  0.19
N 1.00 -2.99 0.96  0.22
H 2.23 -1.50 3.27  0.13
H 2.39 -3.23 2.89  0.13
H 1.33 -3.89 1.27  0.14
H 0.56 -2.72 0.09  0.12
C -1.94 -1.48 -1.24  -0.73
O -1.65 -0.55 -0.54  0.06
N -2.25 -2.66 -0.80  0.20
N -1.74 -1.55 -2.55  0.18
H -2.39 -2.83 0.19  0.13
H -2.42 -3.37 -1.50  0.13
H -1.54 -0.65 -2.97  0.14
H -1.88 -2.42 -3.05  0.13
C 1.75 -0.65 -2.22  -0.69
O 0.89 -0.11 -1.52  -0.04
N 3.01 -0.33 -2.32  0.19
N 1.49 -1.69 -3.01  0.18
H 3.33 0.34 -1.63  0.12
H 3.66 -0.61 -3.04  0.13
H 2.25 -2.19 -3.45  0.12
H 0.52 -1.97 -3.03  0.09
C 1.43 3.22 -1.00  -0.74
O 1.03 2.40 -0.19  -0.05
N 0.63 3.95 -1.73  0.18
N 2.64 3.60 -1.25  0.20
H 1.03 4.54 -2.44  0.12
H -0.33 4.06 -1.43  0.13
H 2.77 4.38 -1.89  0.13
H 3.34 3.20 -0.65  0.14